(1)
C36H71N6O14P4Si | ωB97M-V/def2-TZVPD

The geometry in XYZ format:
```
132
Properties=species:S:1:pos:R:3:lowdin_charge:R:1
H 2.30680 3.94258 2.47464 0.14
H 3.16272 -1.32208 0.97420 0.09
H -3.19777 -1.26456 -7.18351 0.08
H 2.80695 -3.87978 2.72060 0.07
C -1.33609 -7.75337 -0.24812 -0.11
H 3.20458 1.12480 -0.43568 0.05
H 1.19323 -6.70606 1.87133 0.09
C -1.48081 2.88123 -3.05576 -0.19
H -2.44478 -1.45060 -8.79708 0.09
O -0.59517 -2.59589 1.68556 -0.02
H 2.04342 2.35012 4.42553 0.13
P -0.00038 5.16986 5.68081 0.40
H -5.28740 1.75853 -2.69474 0.02
N 1.58312 -1.04342 2.52561 -0.04
H -2.34750 -7.70942 -0.65337 0.09
H -0.44737 2.72403 -2.55797 0.02
H 1.66164 0.72740 -9.04782 0.09
H 1.20906 5.29108 8.02820 0.08
H 4.23427 3.80572 -3.02566 0.09
H -4.13852 -3.06578 -0.08709 0.09
C 1.72386 -7.23032 1.07400 -0.11
C -4.23490 1.96062 -3.12449 -0.28
C -1.03229 -1.43680 0.98810 -0.13
H 2.74523 4.62444 7.43931 0.09
C -0.45809 3.97186 -0.20410 -0.20
H 6.54691 0.54622 2.76688 0.11
C 3.06752 1.96223 4.05638 -0.10
H -2.80540 -4.96218 -0.16030 0.10
Si -2.91397 2.36858 -1.82262 0.51
H 2.50151 6.38405 7.50138 0.10
H 4.49862 0.39011 1.01097 0.10
C 5.27311 1.55062 4.41719 -0.12
H -2.61334 7.05674 6.77408 0.09
H -1.36496 -2.31397 -5.76847 0.07
O 1.55388 5.40643 5.96071 -0.21
C 0.98117 0.05967 1.79119 -0.08
H -3.13420 -3.22477 1.42808 0.13
H 4.40413 -3.09414 2.29742 0.08
H -0.47443 -10.68563 1.05531 0.08
P 0.88227 -9.08136 -0.54682 0.40
O 1.70614 -8.47351 -1.61034 -0.23
C -0.33659 -0.05353 0.96552 0.05
H -2.40202 6.19780 5.24036 0.08
H -1.75134 7.84341 5.43338 0.10
N 1.14776 2.61514 1.12211 0.03
H -1.47030 2.19825 -3.99106 0.04
O -0.36019 5.03264 4.25206 -0.25
H -3.79084 -0.32265 -8.56931 0.10
H 1.84859 1.59150 -1.57561 0.08
H 0.83135 -11.86636 1.26554 0.09
H -1.40226 -7.80744 0.84166 0.09
C -2.86611 -0.32144 -0.60653 -0.21
C -2.90418 -0.74686 -8.09858 -0.10
C -1.89146 -3.91782 -1.69361 -0.15
H -0.41304 5.64835 1.08839 0.08
H 4.23935 3.26834 0.89887 0.11
O -1.99481 0.30538 -7.82182 -0.22
N 4.09817 2.06891 5.02528 0.05
H -0.79277 4.22522 1.87658 0.05
N -2.21299 -4.11452 -0.25224 -0.12
H -1.72424 2.74806 7.54995 0.09
C 1.68877 1.42117 1.80466 -0.02
O -0.69860 6.39362 6.44883 -0.22
H -1.71151 4.46158 7.99631 0.10
H -4.81797 4.00388 -1.11718 0.04
H 4.82348 4.84459 -1.54782 0.08
H 3.35325 -2.49829 3.78796 0.08
H -2.39572 3.94800 6.42385 0.09
H -3.18967 4.84370 -1.36563 0.05
H 2.25785 3.88412 -1.62761 0.12
H 3.53476 1.51806 -2.28233 0.09
H 0.41854 1.98079 -9.25518 0.10
C -0.55859 -2.54891 -6.46637 -0.11
C -1.61502 3.76108 7.16328 -0.09
C 0.21110 -11.35369 0.52897 -0.10
O -4.37562 -2.15793 -2.44042 -0.35
O 1.16495 -8.53153 0.93657 -0.23
O -0.22850 -1.44346 -7.30060 -0.22
H -4.32469 2.82280 -3.88546 0.06
O 1.05176 -10.66119 -0.38440 -0.20
H 1.55455 4.82043 1.13775 0.12
H -3.49150 3.88966 0.21194 0.04
H -6.26416 -1.88230 -0.36439 0.05
N -0.94923 4.76750 1.01645 0.02
O -0.32405 3.88650 6.58779 -0.23
C 2.51048 -1.87677 1.72800 -0.24
P -0.74021 0.01495 -6.86451 0.40
C 0.61703 0.98165 -8.86325 -0.10
C 5.51205 0.93789 3.04820 -0.03
H -0.79118 -6.85568 -0.54672 0.07
C 2.01703 5.42655 7.30590 -0.10
H 0.49971 4.48521 -0.61967 0.12
H 3.69130 4.92611 0.37470 0.12
H 1.85398 -2.59525 1.10075 0.12
H -1.39606 -2.92567 -1.94908 0.09
C 3.36037 3.81738 0.42595 -0.13
C 3.06733 1.43507 2.63718 -0.14
C -0.08368 2.57564 0.33120 -0.01
C 4.35773 0.84731 2.03866 0.00
O -0.70378 -8.92099 -0.74008 -0.22
H 6.20378 1.61219 5.09717 0.11
N -5.69918 -1.03380 -0.14613 -0.19
H 1.63514 -6.64333 0.15749 0.08
H 2.77709 -7.31908 1.34447 0.09
C 2.01922 3.79419 1.36317 -0.13
O -1.00280 0.18404 -5.42000 -0.24
H -1.55994 3.99384 -3.31312 0.05
C 3.36360 -2.86616 2.70328 -0.07
H -0.37326 -12.09307 -0.02169 0.09
C -2.36986 -1.56307 0.20294 -0.08
H -3.92468 1.01785 -3.68740 0.02
H -1.20610 4.23887 -0.97267 0.05
H -0.88132 -3.37790 -7.09879 0.09
H 5.28824 3.05879 -1.66104 0.09
C 3.11391 3.36429 -1.08503 -0.37
H -5.17113 -1.24756 0.71870 0.02
H -1.11831 -4.73573 -1.96837 0.08
C -0.87151 1.21202 0.18084 0.00
H -1.20295 -2.68442 2.45735 0.13
P -4.53338 -0.74563 -1.47989 0.90
C -3.70023 3.90658 -0.92061 -0.20
H -2.80128 -4.14782 -2.37152 0.08
C -1.93112 6.89328 5.93806 -0.10
H -0.01465 0.26503 -9.39275 0.08
H -4.57464 -1.89877 -3.37172 0.05
C 4.45930 3.80968 -1.90312 -0.10
C -3.07552 -2.99234 0.29215 -0.21
C 2.96479 1.78372 -1.33112 -0.08
C -2.15563 1.08143 -0.69401 -0.14
H 1.91438 -0.79828 3.46093 0.11
H 0.32655 -2.85186 -5.90534 0.09
O 0.38040 0.98377 -7.46092 -0.20
```

2S+1 = 1
Total charge = +1
LUMO level = -3.94 eV



(2)
C36H72BF4N4O4 | ωB97M-V/def2-TZVPD

The geometry in XYZ format:
```
121
Properties=species:S:1:pos:R:3:lowdin_charge:R:1
C 3.14980 2.62647 6.57423 0.01
H -0.60697 2.34890 2.97709 0.10
H 2.71615 -5.81387 0.15561 0.13
H 5.05298 1.68152 4.77949 0.12
H -8.24118 0.36836 -2.91677 0.13
H 1.58142 4.52676 -0.66232 0.09
B -1.42174 -0.20369 0.28246 -1.39
O -3.09292 0.05486 -3.20935 0.22
H 0.53334 -6.11180 -0.86690 0.13
O 1.95911 3.99809 -4.26293 0.24
C -5.05505 -1.20205 -2.98143 -0.42
H 0.77307 5.25294 -1.97307 0.10
H -7.10120 -0.02949 -1.63517 0.11
C 1.61136 1.26480 2.32302 0.02
C -0.19049 2.79935 -3.10939 -0.01
H 1.08976 0.70696 1.54777 0.08
H -3.69262 1.45661 -1.03980 0.08
H 3.82238 -2.40294 0.49108 0.09
H -5.33633 -2.59200 -1.35216 0.12
H 3.02427 2.46886 -0.09578 0.10
C -4.67673 1.82359 -1.33370 0.03
C 2.83978 1.80099 -0.94076 -0.18
H 1.35486 -7.23273 1.27091 0.13
C 1.00748 -0.37537 4.22875 -0.14
H 3.80070 2.14095 7.29812 0.10
H 3.12749 -3.42388 2.79081 0.12
H 3.03030 -0.87484 3.94063 0.09
C -7.19002 0.18302 -2.70347 -0.16
F -2.75985 -0.36914 0.47763 0.16
H -1.68905 -4.62506 -1.57505 0.11
H 2.22126 2.87655 7.08841 0.10
N 2.21978 3.32400 -3.29601 0.05
H -0.10543 -4.14408 -2.20596 0.10
C 4.06502 1.78055 4.33438 0.00
C 4.63988 3.16716 -4.11152 -0.01
H -6.54545 -0.88433 -4.44965 0.13
H -4.64672 -2.07824 -4.99883 0.11
H -0.98002 1.60464 4.58530 0.11
F -1.12679 -0.66471 -0.99675 0.12
C 3.54738 -3.42356 0.22560 -0.01
H 3.98169 2.68918 3.73528 0.10
H -4.76071 3.53942 -3.47527 0.11
H 2.37673 -1.84792 5.18446 0.13
C 1.38082 1.86237 -1.41244 -0.12
H 4.00443 4.41122 -0.95993 0.09
H 4.03875 1.00866 3.56691 0.06
C -4.52736 -2.23378 -3.92742 -0.03
H -3.89680 -1.59388 -1.13505 0.08
H -0.08506 4.20514 -0.84929 0.11
C 0.99146 -6.20825 1.21049 -0.16
H -0.61667 -3.97072 2.04573 0.09
C 2.33755 -0.83412 4.78824 -0.18
H 0.54725 -1.05433 3.51122 0.11
O 1.13149 -2.25911 -0.34524 0.19
H 4.39635 -4.01755 0.56869 0.11
H 2.98323 -5.79348 1.86421 0.15
H -4.97461 -3.21922 -3.78105 0.11
C -4.32402 2.57614 -3.72928 -0.02
C 2.15286 -3.28112 2.32126 0.00
C 1.07617 3.05823 -2.28897 -0.42
H -3.48930 -2.49773 -3.71022 0.09
C -0.83002 -3.97647 -1.40785 0.00
C 0.83311 4.31029 -1.42707 0.01
C -0.55794 1.45254 3.59332 0.01
H -6.94668 2.24871 -2.46972 0.14
H 5.06504 4.78600 -2.27482 0.10
C 2.30348 -5.42875 1.09431 -0.14
H 5.66045 3.15557 -3.72456 0.11
N 1.13164 -3.48183 0.01473 0.10
H -6.68501 1.69972 -4.10050 0.13
H -1.20550 -2.95704 -1.49095 0.07
H 0.68640 1.80018 -0.57567 0.10
H 0.48156 -6.00258 2.15511 0.12
F -0.68032 -0.87175 1.27194 0.09
H -1.04024 0.65127 3.03884 0.09
C 3.69475 3.24483 -2.90337 -0.40
C -0.15804 -4.28193 -0.05967 -0.41
H -4.82998 2.88632 -1.16289 0.11
H -5.38716 1.30363 -0.69132 0.09
C 3.84700 1.94422 -2.05067 -0.12
H 3.05717 0.83874 -0.46980 0.11
H 2.60889 0.83232 2.39478 0.06
H 1.47074 -3.81573 2.98228 0.10
H 2.06471 0.14338 6.65361 0.13
H -0.99276 2.45677 -2.45838 0.09
C -6.57810 -1.03304 -3.36776 -0.11
C 4.04059 4.49547 -2.04446 0.02
H -3.23422 2.64218 -3.76274 0.07
H 3.41297 5.33666 -2.33996 0.10
H 4.84700 2.02141 -1.61865 0.14
C 0.93275 1.06738 3.72804 -0.39
F -1.10019 1.14383 0.43589 0.11
H 3.91887 1.03446 -2.64913 0.13
H 1.17193 0.98136 -2.02516 0.13
C -1.05985 -3.78519 1.06848 0.02
N -4.31393 0.12791 -3.22886 0.09
C 2.91873 1.68233 5.35509 -0.40
C 2.81545 0.18069 5.85714 -0.09
C -4.91972 1.48474 -2.84212 -0.40
H -7.14196 -1.93374 -3.13414 0.14
O 1.28263 3.18250 4.77934 0.24
H 1.87793 -2.23182 2.23300 0.07
C 0.06335 -5.81780 0.07504 -0.11
H 3.50667 -3.52169 -0.85786 0.10
H 3.69161 -0.11558 6.43299 0.13
H 4.54894 2.31136 -4.77733 0.10
H 3.54032 3.59326 6.25988 0.10
C -4.92015 -1.60084 -1.51985 0.01
H -1.39457 -2.76546 0.90004 0.07
H -2.04016 -4.26415 1.12647 0.12
H -0.45817 3.75918 -3.55421 0.09
H 1.77507 2.30471 2.04297 0.10
H -5.31023 -0.88139 -0.79953 0.08
H 4.67592 4.10265 -4.67165 0.10
H 0.36926 -0.55842 5.10038 0.14
H -0.08600 2.13371 -3.96637 0.10
C -6.44495 1.48075 -3.05797 -0.13
H -4.45745 2.44274 -4.80627 0.10
H -0.87106 -6.35987 0.20560 0.14
N 1.60949 2.00999 4.69888 0.03
C 2.30662 -3.93199 0.95624 -0.43
```

2S+1 = 1
Total charge = +3
LUMO level = -9.48 eV



(3)
C36H72Br6O14 | ωB97M-V/def2-TZVPD

The geometry in XYZ format:
```
128
Properties=species:S:1:pos:R:3:lowdin_charge:R:1
H -6.50501 0.55917 1.80547 0.06
H -0.21464 -4.24054 -1.46766 0.08
H -1.59518 6.15371 2.76466 0.06
H -4.77656 5.41551 4.97083 0.09
C -0.41838 -0.81463 -0.40743 -0.54
H -2.15979 0.01158 -3.39575 0.05
H -1.82870 1.49281 0.46787 0.06
H -0.91984 3.08846 5.67496 0.12
H 3.60581 3.03093 -6.14117 0.09
O 3.70207 0.17574 -7.55029 0.11
H 0.73305 -2.06260 -1.71778 0.07
H -3.26245 0.82095 -2.32689 -0.02
H 5.50607 -0.72515 -1.45049 0.08
O 2.84312 0.64575 -5.48205 -0.03
H 2.09599 -1.99848 1.45588 0.08
O 3.85299 0.28959 5.35629 0.07
H -5.83870 3.00612 2.00213 0.05
H 0.01610 -1.06905 -5.93560 0.08
H -1.42325 0.54354 6.32488 0.06
H -5.18913 3.73960 4.61606 0.10
C 5.03774 -1.67062 -1.72412 -0.05
O 0.35268 -3.43382 -4.36093 0.09
C -0.83224 4.84633 0.54972 -0.05
C 3.13934 -1.72126 1.60646 -0.06
C -0.74719 -4.38365 -2.40787 0.02
H -1.80458 1.67490 2.96053 0.03
H -1.18558 5.09847 7.99722 0.09
C -5.27381 2.24830 1.45927 -0.62
H 2.28668 -7.97808 -4.11426 0.07
O -2.46962 3.76557 3.48441 0.05
H 6.76580 -0.08813 3.94407 0.08
H 2.37283 -7.71106 -5.89813 0.07
H -0.01097 3.89040 7.63358 0.09
O 1.17969 5.42596 1.67881 0.07
H 3.56846 -2.51051 -3.11662 0.12
H 4.31924 2.51516 -7.73955 0.10
C 0.27022 -4.34906 -3.56954 -0.49
H 3.85581 -2.51690 1.40218 0.08
H -0.01272 6.69232 3.32883 0.08
C 0.80051 -1.06847 -1.27590 0.04
H -2.10872 2.26091 -4.72542 0.07
H -1.27981 -5.33436 -2.38431 0.08
H -0.72813 7.53731 1.89335 0.09
H -2.58245 -1.25682 7.52001 0.05
C 3.32798 -1.20462 3.00049 -0.24
H 7.02579 -2.53337 -6.15493 0.08
H -2.59799 -4.07873 2.15555 0.09
C -3.12272 4.22183 4.43033 -0.46
Br -1.11726 2.52511 -2.23601 0.69
Br -5.18078 -0.04368 -0.30005 0.64
C 4.11948 -1.58239 -2.96474 -0.20
H 5.77861 -2.14704 -7.19623 0.09
H 5.82055 -2.37577 -2.00353 0.08
H 0.24184 0.52043 -5.06842 0.06
H 0.83592 -0.32566 -2.07282 0.08
C 4.69115 0.01969 4.49183 -0.52
H 2.93087 -5.52877 -4.64073 0.10
C -3.44035 -3.39690 2.27238 -0.04
O 4.97178 -1.39537 -4.12506 -0.04
C 1.89788 -5.87219 -4.69638 -0.20
H -2.98625 1.33704 6.13446 0.05
C -0.65325 6.60395 2.45133 -0.02
H 3.33880 -0.92721 0.88687 0.07
Br -4.53847 0.22501 -4.45895 0.56
C -1.41445 0.68231 1.06751 -0.26
H 1.76583 -1.03862 -0.77058 0.06
C 0.00571 5.60490 1.51926 -0.51
O -1.42850 -1.46762 -0.59824 0.07
O 4.57008 -0.64896 3.34947 0.00
H -5.03916 -4.58282 -0.59174 0.08
C -3.16563 -0.35310 7.34313 -0.69
Br -4.33271 3.21425 -0.03488 0.58
H -1.59029 5.47642 0.08450 0.08
C -2.49306 0.36806 6.21166 -0.59
C 1.88388 -7.42934 -4.96557 -0.05
H -1.53686 -3.63393 -2.45724 0.08
C -6.17777 1.14916 0.94937 -0.61
H -1.20863 3.90644 0.95354 0.06
H 3.03941 -1.93875 3.75273 0.13
C 4.16210 2.27037 -6.68907 0.02
H -0.12244 1.91485 2.37257 0.08
H -2.19852 -0.03447 1.31155 0.09
H 0.56166 0.46009 -6.76549 0.08
H -3.25328 -2.50615 1.67265 0.04
H -5.71841 -3.08002 0.04049 0.05
C -2.42350 2.13834 -3.68908 -0.63
O -5.29292 -4.97213 2.12150 0.02
H 3.48327 -0.72475 -2.74618 0.10
H -4.47496 1.91873 2.12359 0.04
C -2.94038 0.77183 -3.36707 -0.70
H -0.17073 4.54852 -0.26379 0.05
C -0.96394 1.22464 2.43261 -0.10
H 4.53900 -2.21863 -0.92473 0.06
C 3.55785 0.92170 -6.62645 -0.54
C -1.05061 4.16367 7.45313 -0.07
C 1.99839 -0.52417 -5.40684 -0.22
H -0.51130 0.38979 2.96761 0.05
H 2.30239 -1.37879 -6.01123 0.12
H -3.62034 -3.05508 3.29162 0.01
C 6.13414 -1.90765 -6.19403 0.02
Br -3.27929 0.69539 9.04236 0.58
H -1.69406 3.42517 7.93134 0.06
H -3.99895 -3.16906 -0.30748 0.05
H 6.33811 -0.84404 -6.07064 0.08
O 1.03765 -5.47198 -3.62869 -0.02
O -0.28334 0.18410 0.43580 0.00
C -1.23239 4.08098 5.99949 -0.24
H -3.21848 2.87284 -3.56019 0.05
Br -2.72568 -0.80355 4.54781 0.69
H 6.32541 1.30438 5.07731 0.09
C -4.55753 4.57460 4.31281 0.01
H -4.77729 5.02122 3.34309 0.09
H -0.67553 4.81542 5.41761 0.13
H -7.06321 1.51854 0.43203 0.06
H 1.90716 -0.68464 -4.33258 0.09
H 5.09705 2.15881 -6.13997 0.09
H 2.64722 -0.37540 3.19308 0.12
C 0.58878 -0.14478 -5.85913 -0.05
O -2.62195 4.34378 5.72824 -0.03
C 5.05648 -2.29425 -5.15095 -0.46
H 1.57555 -5.34656 -5.59522 0.11
H -4.16793 -0.64857 7.03297 0.05
C 6.15411 0.27240 4.77109 0.01
H 0.85831 -7.77075 -5.10600 0.07
C -4.84934 -3.73728 0.06942 -0.04
O 4.30945 -3.27220 -5.31041 0.05
C -4.58950 -4.12574 1.52742 -0.42
H 6.48353 -0.24519 5.67203 0.09
```

SMILES = CCOC(C)=O.CCOC(C)=O.CCOC(C)=O.CCOC(C)=O.CCOC(C)=O.CCOC(C)=O.CC(C)=O.CC(C)=O.BrCCBr.BrCCBr.BrCCBr
2S+1 = 1
Total charge = 0
LUMO level = 0.04 eV